No. 1
{
  "formula": "C8H32ClO12",
  "method": "ωB97M-V with the def2-TZVPD basis set",
  "multiplicity": 1,
  "relative_energy_kj_mol": 0.0,
  "lumo_energy_ev": 2.57,
  "homo_ev": -7.3,
  "charge": -1,
  "homo_lumo_gap_ev": 9.92,
  "elements": ["Cl", "O", "O", "O", "O", "C", "O", "H", "H", "H", "H", "C", "O", "H", "H", "H", "H", "C", "O", "H", "H", "H", "H", "C", "O", "H", "H", "H", "H", "C", "O", "H", "H", "H", "H", "C", "O", "H", "H", "H", "H", "C", "O", "H", "H", "H", "H", "C", "O", "H", "H", "H", "H"],
  "positions_angstrom": [[16.60, 11.41, -14.08], [17.22, 12.70, -14.37], [17.47, 10.63, -13.25], [15.34, 11.64, -13.43], [16.39, 10.72, -15.34], [14.39, 14.68, -14.85], [15.48, 14.58, -15.77], [14.70, 15.15, -13.90], [13.64, 15.32, -15.30], [13.98, 13.70, -14.61], [16.08, 13.90, -15.43], [20.22, 10.55, -15.88], [20.62, 9.81, -17.04], [19.15, 10.48, -15.70], [20.72, 10.16, -14.98], [20.55, 11.59, -15.99], [19.83, 9.42, -17.44], [19.01, 14.54, -16.70], [19.86, 15.66, -16.91], [18.74, 14.42, -15.64], [18.09, 14.71, -17.26], [19.48, 13.61, -17.03], [20.63, 15.54, -16.35], [17.44, 8.10, -17.72], [18.37, 8.79, -18.54], [17.00, 8.74, -16.97], [16.63, 7.64, -18.31], [17.97, 7.29, -17.22], [17.96, 9.61, -18.84], [13.26, 11.00, -16.61], [12.31, 10.35, -17.44], [14.28, 10.63, -16.75], [13.31, 12.09, -16.78], [13.00, 10.86, -15.56], [12.77, 10.07, -18.24], [18.08, 15.85, -13.38], [18.63, 14.64, -12.85], [18.81, 16.37, -14.01], [17.21, 15.65, -14.01], [17.77, 16.50, -12.56], [18.22, 13.89, -13.31], [15.37, 13.77, -10.61], [15.86, 14.84, -11.39], [16.16, 13.29, -10.02], [14.63, 14.18, -9.92], [14.87, 13.02, -11.22], [16.57, 14.49, -11.95], [14.85, 7.93, -13.69], [16.17, 7.77, -14.23], [14.17, 8.34, -14.44], [14.51, 6.93, -13.41], [14.86, 8.55, -12.80], [16.49, 8.67, -14.40]]
}

***

No. 2
{
  "formula": "C8H32F2Mn2N16O10P",
  "method": "ωB97M-V with the def2-TZVPD basis set",
  "multiplicity": 11,
  "relative_energy_kj_mol": 0.0,
  "lumo_energy_ev": [-8.67, -8.78],
  "s_squared": 30.0059,
  "homo_ev": [-15.7, -15.7],
  "charge": 3,
  "homo_lumo_gap_ev": [7.03, 6.92],
  "elements": ["Mn", "Mn", "O", "P", "O", "F", "F", "C", "O", "N", "N", "H", "H", "H", "H", "C", "O", "N", "N", "H", "H", "H", "H", "C", "O", "N", "N", "H", "H", "H", "H", "C", "O", "N", "N", "H", "H", "H", "H", "C", "O", "N", "N", "H", "H", "H", "H", "C", "O", "N", "N", "H", "H", "H", "H", "C", "O", "N", "N", "H", "H", "H", "H", "C", "O", "N", "N", "H", "H", "H", "H"],
  "positions_angstrom": [[-1.10, -1.27, 3.29], [-0.14, 3.65, -0.92], [-0.59, -0.21, 1.61], [-0.14, 0.41, 0.35], [-0.59, 1.74, -0.10], [-0.41, -0.66, -0.76], [1.43, 0.46, 0.32], [2.90, 3.88, 0.17], [1.72, 3.55, -0.17], [3.81, 2.94, 0.44], [3.30, 5.17, 0.15], [3.52, 1.98, 0.48], [4.78, 3.21, 0.49], [4.26, 5.45, 0.23], [2.62, 5.89, 0.00], [4.79, -1.03, 0.66], [4.71, -0.50, 1.78], [3.83, -0.86, -0.31], [5.89, -1.72, 0.24], [2.88, -0.59, -0.12], [4.00, -1.27, -1.21], [6.64, -1.80, 0.91], [6.08, -1.97, -0.71], [1.38, -2.99, 3.69], [0.53, -2.55, 2.85], [2.64, -2.57, 3.79], [1.04, -3.98, 4.55], [2.99, -1.85, 3.15], [3.18, -2.82, 4.60], [0.13, -4.41, 4.49], [1.52, -4.03, 5.44], [-4.07, 0.34, -0.76], [-3.70, 0.31, 0.42], [-5.23, 0.94, -1.12], [-3.37, -0.32, -1.73], [-5.69, 1.38, -0.34], [-5.53, 1.10, -2.06], [-2.57, -0.86, -1.48], [-3.69, -0.38, -2.68], [-3.09, 1.18, 3.66], [-2.55, 0.06, 3.86], [-4.41, 1.30, 3.39], [-2.37, 2.34, 3.62], [-4.96, 0.46, 3.39], [-4.76, 2.02, 2.80], [-2.95, 3.15, 3.49], [-1.38, 2.20, 3.57], [-0.39, 2.63, -3.88], [0.09, 2.82, -2.73], [-1.47, 3.26, -4.41], [0.14, 1.65, -4.65], [-1.58, 3.18, -5.40], [-1.89, 4.06, -3.97], [0.92, 1.13, -4.28], [-0.08, 1.53, -5.62], [-3.12, -2.99, 1.40], [-2.63, -2.46, 2.41], [-4.40, -3.41, 1.41], [-2.45, -3.13, 0.23], [-4.92, -3.51, 2.27], [-4.84, -3.91, 0.65], [-1.45, -3.05, 0.22], [-2.98, -3.29, -0.60], [2.14, -1.25, -3.57], [3.11, -0.69, -3.06], [1.08, -1.73, -2.85], [1.95, -1.12, -4.93], [0.33, -2.17, -3.34], [1.21, -1.72, -1.86], [1.22, -1.61, -5.43], [2.71, -0.66, -5.39]]
}

***

No. 3
{
  "formula": "C8H32F2NO12S2",
  "method": "ωB97M-V with the def2-TZVPD basis set",
  "multiplicity": 1,
  "relative_energy_kj_mol": 252.1,
  "lumo_energy_ev": 2.49,
  "homo_ev": -7.3,
  "charge": -1,
  "homo_lumo_gap_ev": 9.81,
  "elements": ["N", "S", "O", "O", "F", "S", "O", "O", "F", "C", "O", "H", "H", "H", "H", "C", "O", "H", "H", "H", "H", "C", "O", "H", "H", "H", "H", "C", "O", "H", "H", "H", "H", "C", "O", "H", "H", "H", "H", "C", "O", "H", "H", "H", "H", "C", "O", "H", "H", "H", "H", "C", "O", "H", "H", "H", "H"],
  "positions_angstrom": [[0.38, 1.10, -1.23], [0.79, 2.12, -0.22], [2.17, 2.00, 0.31], [-0.23, 2.79, 0.58], [1.07, 3.29, -1.31], [0.00, -0.17, -0.10], [-0.72, 0.18, 1.19], [1.06, -1.23, -0.08], [-1.26, -0.78, -0.91], [-2.67, 1.77, -2.75], [-1.44, 1.35, -3.21], [-2.60, 2.54, -1.99], [-3.30, 1.99, -3.61], [-3.03, 0.89, -2.23], [-0.85, 1.15, -2.48], [2.61, -3.45, 1.94], [3.38, -2.80, 0.96], [2.74, -4.49, 2.25], [2.80, -2.83, 2.82], [1.53, -3.29, 1.86], [2.78, -2.25, 0.46], [1.87, 5.19, 2.35], [1.95, 6.52, 2.84], [0.86, 4.78, 2.42], [2.01, 5.20, 1.27], [2.55, 4.44, 2.74], [2.64, 7.00, 2.37], [-2.81, -1.02, 3.61], [-1.53, -1.30, 3.13], [-3.23, -1.88, 4.12], [-2.75, -0.25, 4.38], [-3.40, -0.65, 2.77], [-1.34, -0.62, 2.48], [-1.10, -4.60, -0.46], [0.33, -4.60, -0.44], [-1.48, -3.58, -0.34], [-1.44, -5.05, -1.39], [-1.45, -5.15, 0.42], [0.63, -3.90, -1.02], [3.52, 0.08, -2.04], [2.42, 0.51, -2.84], [3.67, 0.64, -1.12], [3.49, -0.98, -1.76], [4.46, 0.32, -2.52], [1.69, 0.76, -2.27], [-0.01, -2.48, -3.59], [1.25, -2.84, -3.06], [-0.05, -2.50, -4.68], [-0.84, -3.10, -3.25], [-0.31, -1.45, -3.41], [1.68, -2.03, -2.77], [-3.40, 2.02, 1.57], [-2.34, 2.27, 2.52], [-3.16, 1.21, 0.88], [-4.38, 1.82, 2.01], [-3.61, 2.88, 0.93], [-1.60, 2.48, 1.94]]
}

***

No. 4
{
  "formula": "C8H32N16O8",
  "method": "ωB97M-V with the def2-TZVPD basis set",
  "multiplicity": 2,
  "relative_energy_kj_mol": 0.0,
  "lumo_energy_ev": [2.04, 1.99],
  "s_squared": 0.7505,
  "homo_ev": [0.2, -6.8],
  "charge": -1,
  "homo_lumo_gap_ev": [1.84, 8.77],
  "elements": ["C", "O", "N", "N", "H", "H", "H", "H", "C", "O", "N", "N", "H", "H", "H", "H", "C", "O", "N", "N", "H", "H", "H", "H", "C", "O", "N", "N", "H", "H", "H", "H", "C", "O", "N", "N", "H", "H", "H", "H", "C", "O", "N", "N", "H", "H", "H", "H", "C", "O", "N", "N", "H", "H", "H", "H", "C", "O", "N", "N", "H", "H", "H", "H"],
  "positions_angstrom": [[-3.04, -3.74, -3.64], [-3.46, -2.62, -3.86], [-2.16, -4.01, -2.66], [-3.46, -4.80, -4.28], [-1.65, -3.33, -2.11], [-1.97, -5.00, -2.64], [-4.18, -4.51, -4.94], [-3.04, -5.68, -4.01], [0.09, 2.06, 3.19], [-0.44, 1.59, 2.14], [1.04, 1.43, 3.82], [-0.31, 3.16, 3.81], [1.25, 0.53, 3.43], [1.48, 1.90, 4.61], [0.00, 3.11, 4.77], [-1.16, 3.63, 3.54], [-2.18, 3.37, -0.11], [-1.24, 4.02, 0.26], [-2.46, 2.22, 0.33], [-3.12, 3.70, -0.98], [-1.79, 1.70, 0.88], [-3.35, 1.84, 0.02], [-3.23, 4.65, -1.31], [-3.58, 2.90, -1.39], [1.41, 0.56, -4.00], [1.98, 0.97, -3.02], [1.66, 0.78, -5.24], [0.33, -0.22, -3.95], [2.36, 1.47, -5.49], [1.35, 0.15, -5.97], [-0.06, -0.42, -3.03], [0.05, -0.74, -4.77], [-0.53, -0.53, -0.39], [-0.69, -1.31, -1.30], [0.35, 0.44, -0.38], [-1.18, -0.66, 0.70], [0.98, 0.41, -1.18], [0.40, 1.06, 0.41], [-1.68, -1.54, 0.79], [-1.20, -0.05, 1.51], [2.70, -2.57, -0.90], [3.58, -3.31, -0.55], [1.60, -2.96, -1.46], [2.82, -1.29, -0.89], [1.54, -3.97, -1.57], [0.83, -2.33, -1.55], [2.13, -0.80, -1.44], [3.79, -1.09, -0.71], [3.79, 2.28, 0.55], [4.33, 3.12, 1.22], [2.97, 1.35, 1.07], [4.01, 2.15, -0.77], [2.87, 1.31, 2.07], [2.60, 0.57, 0.55], [3.39, 1.56, -1.29], [4.53, 2.96, -1.08], [-1.02, -0.85, 5.71], [-0.04, -0.94, 6.39], [-2.09, -0.30, 6.18], [-1.09, -1.09, 4.44], [-2.70, 0.11, 5.48], [-1.90, -0.01, 7.13], [-1.93, -0.93, 3.91], [-0.30, -1.46, 3.94]]
}

***

Q: What is the formula in the first record?
A: C8H32ClO12